# 1
Molecular formula: C3H5O2P
Method: DFT, wB97M-V/def2-TZVPD

Calculated values
- HOMO: -8.14 eV
- Structure (SMILES): O=C=CP.C=O
- HOMO-LUMO gap: 8.45 eV
- Electronic energy: -609.034586 a.u.

ORCA input file:
```
! RIJCOSX wB97M-V def2-TZVPD def2/J DEFGRID3
* xyz 0 1
P 1.688 0.228 0.228
O -0.437 -1.202 -0.310
O -0.852 3.086 0.032
C 0.069 0.908 0.636
C -1.032 -1.737 -1.256
C -0.409 2.094 0.306
H 1.588 -0.764 1.172
H -0.479 -1.804 -2.170
H -0.515 0.370 1.434
H -2.033 -2.185 -1.190
H 2.413 1.005 1.119
*
```

***

# 2
Molecular formula: C18H25Br4F2I2NO7
Method: DFT, wB97M-V/def2-TZVPD

Calculated values
- HOMO: -9.04 eV
- HOMO-LUMO gap: 7.40 eV
- Electronic energy: -12372.907729 a.u.

ORCA input file:
```
! RIJCOSX wB97M-V def2-TZVPD def2/J DEFGRID3
* xyz 0 1
I -2.852 -3.125 -2.033
I 0.863 -4.524 1.463
Br -2.302 2.734 -2.745
Br 0.571 3.610 -4.894
Br -6.791 5.105 6.202
Br -8.681 4.206 3.160
F -4.040 1.944 2.063
F -3.819 2.615 -0.833
O -3.193 -0.660 0.432
O 8.625 -0.621 0.781
O -2.085 0.842 2.978
O -1.182 -0.582 -1.064
O -1.469 3.248 -0.971
O 6.487 -1.562 0.043
O -0.237 -1.197 1.025
N -1.890 1.397 0.566
C 5.537 -0.406 0.140
C 3.536 -0.952 -1.692
C 7.517 -1.333 1.109
C -6.804 3.439 5.187
C -6.875 3.705 3.701
C -1.005 2.532 -5.295
C 4.839 -0.031 -1.314
C -2.654 1.400 1.877
C -2.244 3.117 -4.658
C 7.335 -1.908 2.659
C -0.825 -4.352 0.065
C -0.359 -1.630 -0.376
C 2.206 -0.649 -0.723
C -2.406 2.433 -0.411
C -2.098 -0.006 -0.043
C 1.053 -1.710 -1.206
C -1.698 -5.756 -0.185
C -1.142 -3.052 -0.601
H 1.537 -2.781 -1.247
H -1.088 2.547 -6.385
H 2.537 -0.775 0.410
H 3.174 -0.651 -2.788
H -6.652 2.795 3.136
H 6.183 -1.741 2.914
H 4.744 -0.647 0.974
H -1.443 -6.248 -1.219
H 6.231 0.526 0.410
H -2.318 4.202 -4.768
H 4.650 1.141 -1.425
H -0.786 1.513 -4.965
H 7.632 -3.034 2.777
H 5.670 -0.282 -2.133
H -1.450 -6.475 0.736
H 3.830 -2.108 -1.658
H -3.144 2.651 -5.067
H 0.637 -1.462 1.436
H -2.844 -5.521 -0.112
H 1.947 0.483 -0.909
H -7.640 2.843 5.563
H 0.789 -1.437 -2.337
H -6.209 4.506 3.371
H -5.864 2.943 5.445
H 7.957 -1.257 3.437
*
```

***

# 3
Molecular formula: C4H9OP
Method: DFT, wB97M-V/def2-TZVPD

Calculated values
- HOMO: -8.96 eV
- Structure (SMILES): C=C(CC)OP
- HOMO-LUMO gap: 9.90 eV
- Electronic energy: -574.314329 a.u.

ORCA input file:
```
! RIJCOSX wB97M-V def2-TZVPD def2/J DEFGRID3
* xyz 0 1
P 2.917 0.172 -0.185
O 1.418 0.620 -0.493
C -0.936 0.351 -0.826
C 0.537 -1.423 0.317
C 0.304 -0.266 -0.317
C -2.025 0.466 0.249
H 2.629 -0.101 1.123
H -2.233 -0.567 0.774
H -0.664 1.390 -1.256
H -3.087 0.754 -0.182
H -0.432 -1.947 0.439
H 3.169 1.613 0.352
H -1.825 1.193 0.982
H -1.332 -0.299 -1.565
H 1.560 -1.957 0.589
*
```

***

# 4
Molecular formula: C2HCl2O2P
Method: DFT, wB97M-V/def2-TZVPD

Calculated values
- HOMO (alpha / beta): -8.60 / -8.34 eV
- HOMO-LUMO gap (alpha / beta): 7.13 / 6.83 eV
- Electronic energy: -1488.908989 a.u.

ORCA input file:
```
! RIJCOSX wB97M-V def2-TZVPD def2/J DEFGRID3
* xyz 0 1
Cl 0.615 -4.687 0.373
Cl 0.322 -4.162 -2.413
P -0.062 -1.822 -0.549
O -0.033 -0.932 -1.721
O -0.177 -0.028 2.014
C -0.113 -0.203 0.859
C 0.631 -3.495 -0.939
H -0.163 0.383 -0.040
*
```

***

# 5
Molecular formula: C20H27Cl2N2O5P
Method: DFT, wB97M-V/def2-TZVPD

Calculated values
- HOMO: -9.02 eV
- Structure (SMILES): N#CC1=C(C#N)C(=O)C(Cl)=C(Cl)C1=O.CCCCOP(OCCCC)OCCCC
- HOMO-LUMO gap: 6.07 eV
- Electronic energy: -2525.716942 a.u.

ORCA input file:
```
! RIJCOSX wB97M-V def2-TZVPD def2/J DEFGRID3
* xyz 0 1
Cl 3.111 -0.720 2.701
Cl 0.852 1.131 3.936
P 0.626 0.845 -3.226
O -0.176 1.909 -2.249
O -0.358 2.869 1.846
O 3.843 0.115 -0.055
O 0.097 -0.601 -2.627
O 2.198 0.725 -2.752
N 4.098 3.069 -1.924
N 0.564 4.825 -0.952
C 4.899 -0.934 -4.912
C -0.934 -4.028 -3.859
C 3.757 -0.766 -3.916
C -3.461 3.508 -3.289
C -0.296 -2.980 -2.948
C 1.382 1.288 2.325
C 2.997 0.838 0.473
C -1.070 2.847 -2.939
C 1.396 2.719 0.269
C 2.412 0.560 1.818
C -2.525 2.548 -2.568
C 3.333 2.582 -1.186
C 4.594 -0.528 -6.354
C -0.885 -5.457 -3.314
C 0.940 3.856 -0.416
C 3.220 0.666 -3.803
C 0.704 2.348 1.515
C -4.959 3.251 -3.132
C -0.392 -1.578 -3.556
C 2.478 2.038 -0.208
H 0.151 -5.788 -3.199
H 5.768 -0.369 -4.556
H -1.385 -5.527 -2.344
H 5.442 -0.780 -7.004
H -1.386 -6.151 -3.997
H -3.209 4.517 -2.941
H 2.769 1.003 -4.748
H -1.432 -1.355 -3.832
H -2.601 2.632 -1.473
H -5.259 3.245 -2.080
H -0.790 3.874 -2.653
H -3.202 3.486 -4.357
H 0.765 -3.220 -2.783
H 3.723 -1.057 -6.763
H 4.018 1.368 -3.539
H -5.242 2.298 -3.592
H -1.976 -3.730 -4.032
H 4.422 0.548 -6.453
H -2.777 1.510 -2.836
H -0.784 -3.019 -1.962
H 5.180 -1.990 -4.922
H -0.446 -3.993 -4.842
H 2.929 -1.414 -4.219
H -5.515 4.050 -3.630
H 0.206 -1.560 -4.484
H -0.924 2.752 -4.028
H 4.082 -1.085 -2.917
*
```

***

# 6
Molecular formula: C8H12OS
Method: DFT, wB97M-V/def2-TZVPD

Calculated values
- HOMO: -8.62 eV
- HOMO-LUMO gap: 9.42 eV
- Electronic energy: -785.345229 a.u.

ORCA input file:
```
! RIJCOSX wB97M-V def2-TZVPD def2/J DEFGRID3
* xyz 0 1
S 0.975 0.843 -2.983
O 1.037 -0.467 -3.621
C -0.610 1.234 -0.561
C 0.376 -0.973 -0.914
C -1.146 0.848 0.853
C 0.536 0.524 -1.020
C -1.206 -0.693 0.975
C 2.047 0.825 -0.823
C 0.089 -1.412 0.503
C 2.562 1.024 -1.988
H 0.017 -2.477 0.589
H 2.487 0.734 0.248
H -0.513 2.332 -0.505
H -2.155 1.263 0.992
H -1.516 -0.979 1.915
H -0.399 -1.468 -1.610
H 0.792 -0.994 1.322
H -0.653 1.176 1.783
H -1.476 0.998 -1.199
H 3.549 1.148 -2.454
H 1.295 -1.563 -1.159
H -2.048 -1.142 0.401
*
```

***

# 7
Molecular formula: C3H2N2OS
Method: DFT, wB97M-V/def2-TZVPD

Calculated values
- HOMO: -9.84 eV
- Structure (SMILES): N#CC(=S)NC=O
- HOMO-LUMO gap: 8.03 eV
- Electronic energy: -698.384079 a.u.

ORCA input file:
```
! RIJCOSX wB97M-V def2-TZVPD def2/J DEFGRID3
* xyz 0 1
S 2.080 -0.508 -0.056
O -2.448 0.014 -0.288
N -0.445 -0.942 0.066
N -0.164 2.399 0.138
C 0.139 1.321 0.010
C -1.810 -1.032 0.196
C 0.493 0.003 -0.012
H -2.383 -1.988 0.527
H 0.022 -1.941 0.067
*
```

***

# 8
Molecular formula: H20O10
Method: DFT, wB97M-V/def2-TZVPD

Calculated values
- HOMO: -10.23 eV
- Structure (SMILES): O.O.O.O.O.O.O.O.O.O
- HOMO-LUMO gap: 9.39 eV
- Electronic energy: -764.371182 a.u.

ORCA input file:
```
! RIJCOSX wB97M-V def2-TZVPD def2/J DEFGRID3
* xyz 0 1
O -1.962 -3.743 -0.618
O 2.014 -2.461 0.129
O 0.293 2.173 -3.128
O 0.690 -3.555 2.383
O 0.243 4.223 -0.740
O -2.181 -1.202 1.399
O 2.377 1.130 -1.602
O -1.653 1.912 -0.830
O 0.205 0.034 0.713
O 2.646 0.882 2.144
H 3.252 0.144 2.015
H -1.849 1.151 -1.397
H -0.206 1.761 -2.405
H 0.526 -2.645 2.661
H 1.715 -1.577 0.374
H -2.515 2.308 -0.648
H -0.375 2.426 -3.776
H -0.179 4.969 -1.177
H -0.564 -0.517 0.966
H 1.793 0.563 1.810
H -0.184 -3.916 2.191
H -3.063 -1.397 1.063
H 2.428 1.883 -1.000
H 1.861 1.451 -2.361
H 1.911 -2.996 0.939
H -2.910 -3.592 -0.536
H -2.337 -0.716 2.221
H -1.546 -3.003 -0.156
H -0.175 0.867 0.405
H -0.253 3.444 -1.038
*
```

***

# 9
Molecular formula: C7H9NO
Method: DFT, wB97M-V/def2-TZVPD

Calculated values
- HOMO: -7.96 eV
- Structure (SMILES): C1[C@@H]2[C@@H]1[C@H]1O[C@H]1[C@H]1N[C@@H]21
- HOMO-LUMO gap: 8.99 eV
- Electronic energy: -401.801998 a.u.

ORCA input file:
```
! RIJCOSX wB97M-V def2-TZVPD def2/J DEFGRID3
* xyz 0 1
O -0.325 1.162 -1.406
N 1.893 0.802 0.275
C 1.132 -0.051 0.895
C -0.290 0.491 1.173
C -0.938 -0.508 0.092
C -1.520 -0.399 1.487
C 1.442 -0.264 -0.593
C -0.863 -0.071 -1.310
C 0.715 0.085 -1.719
H 1.326 -0.825 1.676
H 1.056 0.172 -2.776
H -1.840 -0.135 -1.888
H -1.521 -1.200 2.248
H 2.279 -0.992 -0.910
H -0.708 1.483 0.964
H -0.652 -1.630 -0.056
H -2.359 0.324 2.085
H 1.173 1.556 -0.239
*
```

***

# 10
Molecular formula: C4H10N2OS
Method: DFT, wB97M-V/def2-TZVPD

Calculated values
- HOMO: -8.96 eV
- Structure (SMILES): CN[C@@H](CS)C(N)=O
- HOMO-LUMO gap: 9.78 eV
- Electronic energy: -741.340853 a.u.

ORCA input file:
```
! RIJCOSX wB97M-V def2-TZVPD def2/J DEFGRID3
* xyz 0 1
S -1.519 2.803 -0.559
O -1.537 -1.221 0.153
N -0.446 -0.666 2.056
N 1.314 0.013 -0.651
C -0.706 -0.552 0.716
C -0.834 1.235 -1.051
C 0.096 0.544 -0.021
C 1.599 -1.436 -0.573
H 0.708 -2.060 -0.532
H -1.653 0.559 -1.301
H 0.387 1.361 0.660
H 2.164 -1.676 0.339
H 0.325 -0.214 2.491
H -2.249 2.464 0.513
H 1.341 0.230 -1.640
H 2.292 -1.686 -1.375
H -0.249 1.444 -1.944
H -1.033 -1.141 2.719
*
```

***

# 11
Molecular formula: C4H32N2O13
Method: DFT, wB97M-V/def2-TZVPD

Calculated values
- HOMO: -9.53 eV
- Structure (SMILES): NCC[C@H](N)C(=O)O.O.O.O.O.O.O.O.O.O.O.O
- HOMO-LUMO gap: 9.53 eV
- Electronic energy: -1259.191623 a.u.

ORCA input file:
```
! RIJCOSX wB97M-V def2-TZVPD def2/J DEFGRID3
* xyz 0 1
O -1.660 -0.918 -3.953
O -0.056 0.304 -0.005
O 0.350 0.723 -4.609
O -0.222 1.437 3.938
O 2.810 1.132 -0.344
O 0.678 3.999 1.407
O 2.224 -1.593 2.286
O 4.346 -0.999 -0.028
O 1.549 -1.077 -3.392
O -1.664 1.729 -0.406
O -2.750 2.488 -2.681
O 1.245 -2.474 -1.224
O 4.493 0.323 2.645
N -2.684 -0.590 3.499
N -2.104 -1.762 -1.154
C -2.103 -1.137 1.174
C -2.944 -0.283 2.114
C -2.266 -0.614 -0.288
C -1.209 0.481 -0.385
H -1.054 -1.156 1.468
H 4.549 -1.936 0.006
H 1.786 -2.631 -0.444
H -0.526 0.558 3.702
H -1.217 -2.191 -0.943
H 0.063 1.441 4.854
H -0.960 2.382 -0.428
H 3.371 -0.926 -0.264
H -2.586 0.182 4.159
H 0.238 0.463 -3.722
H 3.999 0.383 3.500
H 2.464 1.585 -1.148
H 0.288 4.123 2.281
H 1.559 -1.089 2.778
H -3.241 -0.160 -0.435
H -4.027 -0.303 1.885
H -2.141 -1.555 -2.147
H -2.044 -1.676 -4.505
H 1.286 0.557 -4.747
H -3.303 -1.259 3.992
H -0.787 -0.713 -4.336
H -1.964 2.670 -2.180
H -2.922 0.771 1.805
H 1.982 0.737 0.000
H 0.736 -1.825 -0.694
H 3.054 -1.098 2.415
H 1.535 -1.750 -4.096
H 4.111 0.746 1.863
H -2.465 -2.166 1.242
H 1.477 -1.445 -2.498
H 1.245 3.263 1.605
H -2.538 2.849 -3.562
*
```

***

# 12
Molecular formula: C33H50O33
Method: DFT, wB97M-V/def2-TZVPD

Calculated values
- HOMO: -10.52 eV
- Structure (SMILES): COC(=O)OC.COC(=O)OC.COC(=O)OC.O=C1OCCO1.O=C1OCCO1.O=C1OCCO1.O=C1OCCO1.O=C1OCCO1.O=C1OCCO1.O=C1OCCO1.O=C1OCCO1
- HOMO-LUMO gap: 10.17 eV
- Electronic energy: -3770.247332 a.u.

ORCA input file:
```
! RIJCOSX wB97M-V def2-TZVPD def2/J DEFGRID3
* xyz 0 1
O 1.485 2.686 7.071
O -5.025 -8.432 11.435
O 0.218 -0.968 -1.048
O -2.965 -7.953 5.762
O -4.445 -2.383 7.784
O -3.506 -9.598 12.673
O 4.893 -8.119 10.090
O -0.682 -7.233 -2.516
O -1.350 -6.596 6.366
O -11.427 -7.441 1.440
O 7.901 -5.588 2.936
O 6.797 -5.181 0.995
O -4.585 -14.771 7.429
O 0.979 -5.860 -3.113
O -4.272 -0.168 7.329
O 0.690 3.151 5.069
O -10.223 -7.004 3.274
O -8.265 -3.614 -1.398
O -11.667 -5.561 2.695
O -6.814 -4.996 -0.297
O -1.140 -0.647 -2.655
O 5.723 -5.518 3.049
O -0.408 -6.768 -4.733
O -4.645 -1.022 9.427
O -3.981 -15.129 5.368
O -3.695 -16.801 6.854
O 3.426 -8.699 8.416
O -1.965 -1.746 -0.857
O -5.115 -8.388 13.778
O 3.035 -6.990 9.888
O -2.099 -6.376 4.311
O -6.888 -5.037 -2.414
O 0.645 0.929 5.901
C -2.693 -10.030 11.587
C -4.661 -3.154 8.912
C -6.118 -6.145 -0.635
C -4.704 -13.484 6.793
C -0.114 0.333 -2.889
C -7.416 -4.488 -1.374
C -0.040 -6.617 -3.567
C -0.056 -6.855 -1.288
C -4.600 -8.743 12.534
C -4.182 -2.219 10.023
C 5.031 -6.982 10.916
C 6.773 -5.404 2.224
C -1.052 -1.136 -1.428
C 3.763 -8.049 9.402
C -5.748 -5.808 -2.009
C 1.624 1.941 8.251
C -1.120 -5.365 4.472
C -2.181 -7.063 5.450
C 3.713 -6.290 10.901
C -11.095 -6.739 2.362
C -12.573 -4.922 1.868
C 7.681 -5.597 4.311
C -0.027 2.937 3.860
C -6.172 -7.449 13.824
C -9.448 -8.210 3.279
C -4.349 -1.108 8.123
C -4.139 -15.681 6.504
C -4.622 -13.905 5.307
C 6.191 -5.627 4.404
C 0.898 2.164 5.967
C -0.743 -5.361 5.949
C 0.912 -0.023 -1.797
C 1.264 -6.228 -1.713
H -6.961 -8.011 14.324
H 5.877 -4.754 4.977
H 2.068 2.594 9.002
H 2.354 1.139 8.146
H -0.341 -5.683 3.779
H -3.167 -10.774 10.947
H 5.421 -7.238 11.902
H 1.794 -0.477 -2.250
H 1.172 0.878 -1.243
H 2.130 -6.862 -1.520
H 5.770 -6.298 10.499
H -1.517 -4.417 4.110
H 1.482 -5.354 -1.100
H -5.695 -3.500 8.942
H -5.604 -13.920 4.834
H -0.535 1.973 3.856
H -6.779 -7.010 -0.683
H -8.977 -8.167 4.261
H -0.763 3.706 3.626
H -2.332 -9.241 10.928
H -4.033 -13.203 4.717
H -5.664 -12.987 6.925
H 5.815 -6.504 4.930
H -9.969 -9.155 3.121
H -6.537 -6.863 12.980
H -0.622 -6.034 -0.847
H -5.831 -6.718 14.557
H -3.989 -3.997 9.074
H 0.320 -5.395 6.187
H 3.174 -6.464 11.833
H -1.123 -4.452 6.417
H -1.850 -10.492 12.101
H 0.665 1.465 8.456
H -4.788 -5.293 -2.027
H -8.593 -8.179 2.605
H -12.194 -4.488 0.943
H -0.046 -7.579 -0.474
H -0.566 1.295 -2.648
H -5.631 -6.749 -2.546
H 8.044 -4.660 4.732
H -13.053 -4.170 2.495
H 8.029 -6.492 4.827
H -13.363 -5.602 1.552
H -5.258 -6.387 -0.010
H -3.142 -2.286 10.342
H 3.824 -5.215 10.760
H 0.748 2.930 3.094
H -4.768 -2.479 10.905
H -3.812 -12.889 6.987
H 0.334 0.445 -3.877
*
```